Entry 1:
Formula: C6H10O
Source: OMol25
Level of theory: ωB97M-V/def2-TZVPD

2S+1   1
LUMO   1.13 eV
E_tot   -309.827608 hartree
Energy relative to the best compared isomer or geometry (same formula, charge and spin)   0.402 eV
SMILES   C[C@H]1CC=CCO1
Kohn-Sham gap   10.5 eV

Geometry (Å):
C: -2.269 0.239 -0.032
C: -0.757 0.228 0.242
C: -0.146 -1.185 0.095
C: 1.345 -1.148 -0.101
C: 2.016 -0.006 -0.205
C: 1.299 1.309 -0.185
O: -0.060 1.185 -0.557
H: -2.726 -0.548 0.583
H: -2.544 0.036 -1.073
H: -2.742 1.182 0.264
H: -0.634 0.557 1.286
H: -0.591 -1.755 -0.735
H: -0.368 -1.773 0.998
H: 1.869 -2.097 -0.177
H: 3.097 0.015 -0.328
H: 1.430 1.766 0.818
H: 1.779 1.995 -0.894

=====

Entry 2:
Formula: C29H39ClN2O8PS
Source: OMol25
Level of theory: ωB97M-V/def2-TZVPD

2S+1   1
LUMO   1.66 eV
E_tot   -3039.521541 hartree
Charge   -1
Kohn-Sham gap   6.2 eV

Geometry (Å):
C: -3.103 -2.192 -0.090
C: -1.827 -2.296 -0.945
C: -0.913 -3.463 -0.558
O: 0.465 -3.137 -0.657
C: 0.995 -2.560 0.454
C: 1.148 -3.319 1.624
C: 0.890 -4.795 1.525
C: 1.577 -2.663 2.787
S: 1.640 -3.650 4.292
C: -0.087 -3.865 4.662
O: 2.212 -4.937 3.997
O: 2.186 -2.907 5.396
C: 1.941 -1.299 2.790
C: 2.257 -0.525 4.040
N: 0.986 -0.208 4.727
C: 1.162 0.884 5.678
C: 1.879 -0.619 1.570
C: 1.386 -1.235 0.411
C: 1.300 -0.435 -0.853
O: 1.540 -0.877 -1.950
C: 0.912 1.001 -0.665
C: 1.420 1.598 0.484
C: 1.175 2.927 0.754
C: 0.390 3.640 -0.127
Cl: 0.099 5.309 0.279
C: -0.152 3.098 -1.287
C: -0.982 3.994 -2.155
C: -2.471 4.167 -1.735
C: -2.792 5.602 -1.276
C: -2.917 3.194 -0.650
C: 0.127 1.727 -1.584
P: -0.403 0.713 -3.045
C: -1.850 1.450 -3.920
C: -2.388 0.362 -4.864
C: 0.958 0.982 -4.250
C: 1.056 2.360 -4.908
C: 2.287 0.805 1.411
O: 3.233 1.334 1.948
H: -4.005 -2.309 -0.689
H: -3.134 -2.962 0.682
H: -3.170 -1.232 0.421
H: -2.123 -2.437 -1.984
H: -1.269 -1.365 -0.929
H: -1.162 -3.808 0.450
H: -1.065 -4.306 -1.231
H: 0.643 -5.057 0.501
H: 1.801 -5.326 1.771
H: 0.078 -5.128 2.173
H: -0.159 -3.813 5.745
H: -0.435 -4.823 4.292
H: -0.648 -3.046 4.221
H: 2.885 -1.106 4.702
H: 2.797 0.386 3.798
H: 0.355 0.113 3.999
H: 0.253 1.024 6.261
H: 1.975 0.634 6.357
H: 1.416 1.838 5.196
H: 1.600 3.382 1.636
H: -0.919 3.645 -3.172
H: -0.526 4.984 -2.147
H: -3.080 3.995 -2.623
H: -2.131 6.335 -1.737
H: -3.816 5.864 -1.542
H: -2.692 5.697 -0.194
H: -3.976 3.346 -0.435
H: -2.368 3.373 0.275
H: -2.784 2.146 -0.921
H: -2.612 1.726 -3.201
H: -1.594 2.320 -4.521
H: -2.977 0.823 -5.658
H: -1.571 -0.165 -5.358
H: -2.994 -0.365 -4.330
H: 1.859 0.762 -3.682
H: 0.832 0.208 -5.005
H: 0.264 2.504 -5.641
H: 1.003 3.152 -4.162
H: 2.009 2.464 -5.428
N: 4.023 -3.406 -0.310
O: 3.393 -4.454 -0.031
O: 4.098 -2.496 0.550
O: 4.586 -3.282 -1.408